(1)
# C44H93F3O22

11 unconnected molecules or ions with the total composition C44H93F3O22 at a distorted geometry (ωB97M-V/def2-TZVPD, the Open Molecules 2025 dataset).

HOMO-LUMO gap: 9.773 eV
Maximum force: 2.37 eV Å⁻¹
Structure (SMILES): CCOC(=O)C(F)(F)F.O=C1CCCO1.O=C1CCCO1.O=C1CCCO1.COCCOC.COCCOC.COCCOC.COCCOC.COCCOC.COCCOC.COCCOC

Last column: Löwdin charge in e.
Positions of all 162 atoms, in Å:
C: -16.30 -1.31 -9.12  -0.10
O: -16.23 -2.61 -8.56  -0.20
C: -17.55 -3.12 -8.28  -0.20
C: -17.51 -4.22 -7.24  -0.17
O: -17.56 -3.66 -5.93  -0.20
C: -16.29 -3.19 -5.48  -0.09
H: -16.76 -1.30 -10.11  0.09
H: -15.25 -1.08 -9.32  0.09
H: -16.71 -0.59 -8.41  0.08
H: -18.00 -3.37 -9.25  0.13
H: -18.16 -2.29 -7.90  0.10
H: -16.57 -4.76 -7.38  0.13
H: -18.46 -4.77 -7.31  0.13
H: -16.03 -2.20 -5.87  0.07
H: -15.43 -3.86 -5.50  0.10
H: -16.56 -2.99 -4.44  0.08
C: -17.47 -3.74 -1.57  -0.09
O: -18.69 -4.00 -0.88  -0.20
C: -18.60 -5.21 -0.14  -0.19
C: -19.70 -5.16 0.92  -0.22
O: -20.03 -6.46 1.36  -0.19
C: -21.14 -6.43 2.26  -0.09
H: -17.60 -2.89 -2.24  0.06
H: -17.14 -4.60 -2.15  0.10
H: -16.70 -3.51 -0.83  0.08
H: -17.62 -5.36 0.32  0.13
H: -18.91 -5.99 -0.84  0.13
H: -20.57 -4.76 0.38  0.12
H: -19.40 -4.52 1.76  0.13
H: -22.02 -6.09 1.69  0.07
H: -20.99 -5.72 3.08  0.09
H: -21.21 -7.47 2.55  0.09
C: -13.76 -1.99 1.49  -0.07
O: -14.30 -0.94 2.31  -0.23
C: -13.59 0.29 2.35  -0.21
C: -14.14 1.23 3.39  -0.18
O: -13.56 0.92 4.67  -0.19
C: -14.16 -0.15 5.34  -0.13
H: -12.97 -2.46 2.06  0.09
H: -13.66 -1.59 0.48  0.08
H: -14.63 -2.63 1.37  0.08
H: -13.56 0.66 1.32  0.12
H: -12.53 0.12 2.58  0.13
H: -15.23 1.23 3.47  0.13
H: -13.81 2.26 3.27  0.13
H: -14.46 -0.98 4.69  0.08
H: -15.06 0.18 5.89  0.09
H: -13.50 -0.53 6.12  0.09
C: -25.83 -2.75 0.65  -0.11
O: -25.14 -3.37 1.71  -0.19
C: -23.77 -3.66 1.44  -0.19
C: -22.91 -2.42 1.23  -0.21
O: -22.84 -2.14 -0.15  -0.22
C: -21.79 -1.23 -0.49  -0.08
H: -25.26 -1.94 0.19  0.08
H: -26.81 -2.49 1.04  0.09
H: -26.07 -3.47 -0.15  0.09
H: -23.80 -4.43 0.66  0.13
H: -23.37 -4.20 2.30  0.11
H: -21.91 -2.61 1.64  0.12
H: -23.37 -1.57 1.76  0.14
H: -21.87 -1.26 -1.58  0.06
H: -20.83 -1.71 -0.26  0.09
H: -22.00 -0.23 -0.11  0.10
C: -20.67 6.42 -4.81  -0.13
O: -21.89 5.84 -4.42  -0.17
C: -22.62 5.32 -5.52  -0.21
C: -22.27 3.89 -5.85  -0.19
O: -22.82 3.07 -4.81  -0.18
C: -22.20 1.82 -4.65  -0.13
H: -19.99 6.54 -3.97  0.08
H: -20.85 7.39 -5.28  0.09
H: -20.12 5.86 -5.58  0.09
H: -22.40 5.92 -6.41  0.12
H: -23.70 5.40 -5.39  0.13
H: -21.17 3.80 -5.83  0.11
H: -22.76 3.56 -6.77  0.13
H: -21.11 1.81 -4.72  0.07
H: -22.55 0.97 -5.25  0.07
H: -22.44 1.64 -3.60  0.09
C: -17.23 6.65 0.85  -0.12
O: -17.16 5.84 -0.30  -0.18
C: -18.19 4.90 -0.42  -0.22
C: -17.87 3.96 -1.58  -0.19
O: -18.93 3.06 -1.81  -0.17
C: -20.08 3.60 -2.41  -0.09
H: -18.21 6.84 1.29  0.09
H: -16.74 7.60 0.67  0.09
H: -16.82 6.08 1.70  0.09
H: -19.15 5.42 -0.52  0.12
H: -18.26 4.28 0.49  0.13
H: -17.09 3.30 -1.21  0.11
H: -17.47 4.53 -2.43  0.13
H: -20.92 2.91 -2.37  0.08
H: -19.95 3.94 -3.44  0.08
H: -20.42 4.45 -1.81  0.08
C: -23.23 -2.17 -4.73  -0.11
O: -22.99 -3.21 -5.65  -0.16
C: -21.63 -3.54 -5.78  -0.20
C: -21.04 -4.18 -4.54  -0.22
O: -21.57 -5.45 -4.27  -0.16
C: -22.31 -5.54 -3.07  -0.10
H: -24.27 -1.86 -4.79  0.10
H: -22.56 -1.32 -4.90  0.06
H: -22.97 -2.47 -3.71  0.07
H: -21.03 -2.67 -6.08  0.11
H: -21.45 -4.18 -6.65  0.13
H: -21.01 -3.53 -3.67  0.10
H: -19.96 -4.31 -4.71  0.12
H: -22.93 -6.44 -3.15  0.09
H: -23.09 -4.78 -3.02  0.09
H: -21.72 -5.71 -2.17  0.08
O: -12.90 -3.80 -4.00  0.13
C: -12.64 -2.87 -4.69  -0.43
O: -11.77 -3.12 -5.77  0.01
C: -11.47 -1.92 -6.46  -0.18
C: -12.26 -0.82 -5.77  -0.16
C: -13.20 -1.48 -4.77  -0.06
H: -11.77 -2.02 -7.51  0.12
H: -10.40 -1.66 -6.47  0.12
H: -12.82 -0.34 -6.58  0.10
H: -11.69 0.01 -5.36  0.11
H: -14.17 -1.59 -5.25  0.10
H: -13.28 -0.91 -3.85  0.11
O: -18.45 1.68 -6.33  0.11
C: -19.06 1.15 -7.22  -0.50
O: -19.83 0.06 -7.02  0.01
C: -20.50 -0.34 -8.22  -0.15
C: -20.53 0.94 -9.05  -0.14
C: -19.25 1.64 -8.62  -0.07
H: -21.51 -0.71 -8.04  0.13
H: -19.95 -1.16 -8.69  0.11
H: -21.37 1.60 -8.82  0.11
H: -20.58 0.69 -10.11  0.12
H: -19.28 2.71 -8.77  0.13
H: -18.42 1.21 -9.19  0.12
O: -15.86 2.56 -8.56  0.12
C: -14.90 2.86 -7.92  -0.48
O: -13.80 3.47 -8.43  0.02
C: -12.80 3.65 -7.42  -0.13
C: -13.30 2.96 -6.13  -0.13
C: -14.79 2.77 -6.41  -0.07
H: -12.65 4.72 -7.26  0.12
H: -11.92 3.17 -7.84  0.12
H: -13.21 3.61 -5.27  0.11
H: -12.88 2.00 -5.86  0.09
H: -15.44 3.54 -5.97  0.13
H: -15.24 1.85 -6.06  0.10
C: -19.81 -0.98 -3.30  -0.04
C: -18.48 -0.65 -3.96  -0.15
O: -17.50 -0.62 -2.91  0.02
C: -16.34 -0.05 -3.08  -0.39
O: -15.87 0.24 -4.14  0.15
C: -15.63 0.16 -1.70  -0.51
F: -15.75 1.42 -1.27  0.17
F: -16.12 -0.67 -0.77  0.17
F: -14.33 -0.13 -1.86  0.14
H: -19.85 -1.94 -2.79  0.06
H: -20.50 -1.08 -4.14  0.06
H: -20.23 -0.16 -2.72  0.08
H: -18.67 0.34 -4.39  0.11
H: -18.12 -1.35 -4.71  0.11

(2)
# C45H44BiN6O5Si

A molecular structure, C45H44BiN6O5Si (ωB97M-V/def2-TZVPD, the Open Molecules 2025 dataset).

HOMO-LUMO gap: 7.679 eV
Maximum force: 0.68 eV Å⁻¹
Charge: +1
ΔE to the lowest compared entry with this formula, charge and spin: 0.754 eV

Last column: Löwdin charge in e.
Positions of all 102 atoms, in Å:
Bi: 0.22 -0.02 0.94  1.89
O: 2.34 1.61 5.04  0.15
C: 1.55 1.00 4.16  -0.46
O: 1.85 0.80 3.01  0.01
C: 0.24 0.58 4.77  -0.18
C: -0.04 0.70 6.12  0.04
C: -1.28 0.29 6.57  -0.01
C: -2.19 -0.24 5.66  0.02
C: -1.81 -0.32 4.32  -0.17
N: -0.62 0.08 3.90  0.14
C: -2.69 -0.86 3.22  -0.46
O: -3.70 -1.67 3.56  0.16
O: -2.51 -0.57 2.07  0.05
H: 3.14 1.90 4.58  0.16
H: 0.69 1.13 6.80  0.13
H: -1.55 0.37 7.61  0.12
H: -3.17 -0.54 6.00  0.12
H: -3.71 -1.86 4.50  0.11
C: -1.41 -7.07 -1.13  -0.03
C: -0.08 -6.78 -0.43  -0.56
C: 0.03 -7.68 0.81  -0.06
C: 1.09 -7.10 -1.38  -0.03
C: -0.02 -5.31 -0.06  -0.13
C: 0.15 -4.85 1.24  0.02
C: 0.20 -3.48 1.47  -0.11
N: 0.10 -2.58 0.50  -0.03
C: -0.07 -2.99 -0.76  -0.19
C: -0.14 -4.34 -1.06  0.06
C: -0.18 -1.92 -1.79  -0.17
C: -0.23 -2.22 -3.14  0.06
C: -0.32 -1.22 -4.10  -0.13
C: -0.35 0.09 -3.63  0.02
C: -0.29 0.33 -2.28  -0.08
N: -0.21 -0.64 -1.36  -0.02
C: -0.36 -1.51 -5.59  -0.56
C: -1.65 -0.92 -6.18  -0.03
C: 0.86 -0.84 -6.25  -0.03
C: -0.33 -3.01 -5.89  -0.06
H: -1.48 -8.14 -1.36  0.09
H: -1.51 -6.52 -2.07  0.08
H: -2.26 -6.81 -0.49  0.10
H: -0.01 -8.72 0.49  0.09
H: -0.79 -7.51 1.51  0.09
H: 0.98 -7.54 1.33  0.09
H: 1.08 -8.16 -1.63  0.09
H: 2.05 -6.86 -0.92  0.10
H: 1.01 -6.54 -2.31  0.08
H: 0.25 -5.53 2.07  0.11
H: 0.34 -3.10 2.48  0.12
H: -0.28 -4.66 -2.08  0.11
H: -0.18 -3.25 -3.45  0.10
H: -0.41 0.93 -4.31  0.13
H: -0.28 1.34 -1.89  0.09
H: -1.70 0.17 -6.04  0.08
H: -2.53 -1.36 -5.71  0.09
H: -1.70 -1.12 -7.25  0.09
H: 0.85 0.24 -6.11  0.08
H: 0.85 -1.04 -7.32  0.09
H: 1.79 -1.24 -5.84  0.10
H: -1.19 -3.53 -5.46  0.09
H: 0.59 -3.48 -5.53  0.09
H: -0.37 -3.16 -6.97  0.09
O: 0.09 1.91 0.17  -0.57
Si: 0.04 3.51 0.55  0.49
C: -1.62 4.18 0.03  -0.23
C: -2.07 5.43 0.46  -0.10
C: -3.30 5.93 0.06  -0.08
C: -4.11 5.17 -0.77  -0.08
C: -3.70 3.92 -1.20  -0.08
C: -2.46 3.43 -0.80  -0.09
C: 1.48 4.32 -0.32  -0.23
C: 2.56 3.54 -0.74  -0.09
C: 3.66 4.13 -1.36  -0.08
C: 3.69 5.50 -1.57  -0.08
C: 2.62 6.29 -1.16  -0.08
C: 1.52 5.70 -0.54  -0.09
C: 0.16 3.83 2.40  -0.23
C: 1.30 4.39 2.98  -0.08
C: 1.34 4.70 4.34  -0.09
C: 0.23 4.45 5.14  -0.09
C: -0.91 3.88 4.58  -0.09
C: -0.94 3.58 3.22  -0.10
H: -1.45 6.02 1.13  0.10
H: -3.62 6.90 0.40  0.11
H: -5.08 5.56 -1.08  0.10
H: -4.34 3.33 -1.84  0.10
H: -2.15 2.45 -1.14  0.08
H: 2.54 2.47 -0.58  0.08
H: 4.49 3.51 -1.68  0.10
H: 4.54 5.96 -2.05  0.11
H: 2.64 7.36 -1.32  0.10
H: 0.69 6.32 -0.23  0.10
H: 2.17 4.61 2.36  0.11
H: 2.22 5.16 4.76  0.11
H: 0.25 4.71 6.19  0.11
H: -1.78 3.70 5.20  0.10
H: -1.86 3.18 2.79  0.11
N: 6.57 -0.76 -1.27  0.12
C: 5.65 -0.46 -0.64  -0.36
N: 4.64 -0.09 0.12  0.12
C: 3.41 -0.19 0.16  -0.32
N: 2.24 -0.27 0.29  -0.07

| no. | HOMO energy (eV) |
| --- | --- |
| 1 | -9.41 |
| 2 | -10.87 |